Density functional theory data (ωB97M-V with the def2-TZVPD basis set) for C10H11ClN2O3 in the gas phase.

For the energy relative to the best compared isomer or geometry (same formula, charge and spin), the calculation gives 7.150 eV. The SMILES is CCOC(=O)/C(=N\c1ccc(Cl)cc1)NO. The calculation puts the LUMO energy at 0.29 eV. The orbital gap comes out at 8.9 eV.

Structure (XYZ):
```
27
C10H11ClN2O3 | the Open Molecules 2025 dataset | ωB97M-V with the def2-TZVPD basis set
C 3.04048 1.59903 -1.50691
C 3.13716 0.21506 -1.18452
H 3.78819 -0.30299 -1.88722
H 3.51852 0.07921 -0.22487
O 2.04363 -0.36773 -1.56132
C 1.22686 -0.53548 -0.50735
O 1.47117 -0.01336 0.60823
C -0.16703 -1.32211 -0.97907
N -1.24633 -1.33766 -0.34283
C -1.58565 -0.38375 0.76235
C -1.68749 0.74963 0.42175
C -2.12885 1.75542 1.27000
C -2.49607 1.53480 2.60829
C -2.58583 -0.11121 2.93800
C -2.11403 -0.83510 1.85895
H -1.93299 -2.03901 2.19570
H -2.79253 -0.28800 3.94714
Cl -3.03940 2.41625 3.87909
H -2.26578 2.86380 1.24017
H -1.21571 1.19246 -0.41818
N -0.01289 -2.12800 -2.05447
H 0.97658 -2.70658 -2.26813
O -1.07547 -3.19329 -2.16990
H -1.63714 -2.95709 -1.47888
H 2.09881 2.05554 -1.10942
H 3.90902 2.16419 -1.45348
H 2.77275 1.89595 -2.58311
```

=====

Density functional theory data (ωB97M-V with the def2-TZVPD basis set) for C10H11F3Si in the gas phase.

The SMILES is C[Si](C)(C(F)=C(F)F)c1ccccc1. The calculation puts the LUMO energy at 0.71 eV. The orbital gap comes out at 10.0 eV.

Structure (XYZ):
```
25
C10H11F3Si | the Open Molecules 2025 dataset | ωB97M-V with the def2-TZVPD basis set
C 2.48773 -2.31399 0.51079
C 1.92712 -1.75590 1.66177
C 2.14934 -1.95957 -0.80986
C 1.01268 -0.72471 1.44115
C 1.27863 -0.87415 -0.96165
C 0.68133 -0.25921 0.16870
C -2.79970 -0.61219 -0.52328
C -2.19270 0.24562 0.26359
C -0.62521 1.73629 -1.83666
C -0.54024 2.45972 1.23979
F -2.46160 -0.90897 -1.73827
F -3.94624 -1.30725 -0.22403
F -2.70054 0.42983 1.51904
Si -0.53259 1.10785 -0.08890
H 3.21831 -3.05855 0.48118
H 2.28249 -2.23255 2.56521
H 2.62421 -2.41856 -1.67573
H 0.46828 -0.44902 2.31974
H 1.23407 -0.46924 -1.96263
H -1.45482 2.23200 -2.09276
H 0.28475 2.02442 -2.28657
H -0.94904 0.79736 -2.27246
H 0.07872 2.10384 2.01899
H -0.04104 3.37051 0.90750
H -1.48395 2.83643 1.37537
```

=====

Density functional theory data (ωB97M-V with the def2-TZVPD basis set) for a molecular structure, C10H11F5N4O3RuSeTe.

For the energy relative to the best compared isomer or geometry (same formula, charge and spin), the calculation gives 0.781 eV. The net charge is +1. Its expectation value of S² is 8.7834. As for the spin multiplicity: 6. The calculation puts the LUMO energy (spin up / spin down) at -3.12 / -5.92 eV. The orbital gap (spin up / spin down) comes out at 9.2 / 6.4 eV.

Structure (XYZ):
```
36
C10H11F5N4O3RuSeTe | the Open Molecules 2025 dataset | ωB97M-V with the def2-TZVPD basis set
Ru 0.03757 0.07875 -0.03902
C -2.97776 -2.03689 3.75728
O -2.23759 -2.21210 2.53272
C -1.48675 -1.25192 2.06278
O -0.80339 -1.48526 1.05466
N -1.46075 -0.05550 2.69042
N -0.66897 0.95241 2.13365
H -3.42170 -3.00390 3.96117
H -3.76749 -1.29853 3.61748
H -2.30793 -1.76343 4.57205
H -2.09711 0.16664 3.43853
H -0.00126 1.30991 2.80742
H -1.21854 1.71742 1.74099
N 1.92878 -0.61041 0.37719
C 2.97286 -1.03814 0.58267
C 4.27110 -1.57285 0.83577
C 4.45255 -2.95667 0.80424
C 5.71817 -3.46323 1.03492
C 6.77450 -2.59850 1.29451
C 6.58265 -1.22270 1.32861
C 5.32590 -0.69603 1.09516
H 3.61833 -3.61296 0.59788
H 5.88141 -4.53147 1.01267
H 7.76283 -3.00247 1.46902
H 7.41252 -0.56127 1.53361
H 5.15841 0.37222 1.10657
F -1.74608 0.75017 -0.36545
Te -0.68035 2.82787 -1.58851
F -0.16402 2.64225 -3.45769
F -0.65395 3.12814 0.34472
F 0.63902 4.11271 -1.60896
F -1.89596 4.28979 -1.58752
O 0.71709 1.43405 -1.08785
Se -2.17373 0.65714 -3.99714
C -1.11847 -0.41294 -2.97110
N -0.47815 -1.02965 -2.22922
```

=====

Density functional theory data (ωB97M-V with the def2-TZVPD basis set) for a molecular structure, C10H11HgIN4O2Se3Te.

For the energy relative to the best compared isomer or geometry (same formula, charge and spin), the calculation gives 0.048 eV. The net charge is -1. Its expectation value of S² is 0.7576. As for the spin multiplicity: 2. The calculation puts the LUMO energy (spin up / spin down) at 2.04 / 0.93 eV. The orbital gap (spin up / spin down) comes out at 6.2 / 5.1 eV.

Structure (XYZ):
```
33
C10H11HgIN4O2Se3Te | the Open Molecules 2025 dataset | ωB97M-V with the def2-TZVPD basis set
Hg 2.85140 1.83324 -0.69821
Se 4.12139 0.26450 1.95859
Se 2.92610 1.75515 3.29608
Te 3.70003 3.86839 2.18145
Se 2.22352 5.58233 2.93335
I -0.17487 -5.19480 1.83945
C 0.46041 -3.40885 1.03589
C 1.42144 -2.56055 1.54029
N 1.49903 -1.53658 0.67711
N 0.66852 -1.66418 -0.36181
C 0.02947 -2.80453 -0.15733
H 2.04863 -2.60438 2.41462
H 2.11795 -0.73567 0.79596
H -0.70797 -3.15509 -0.86142
O 0.38232 1.18172 -3.50902
C -0.49016 0.15815 -3.08855
N -1.86054 0.60393 -2.92572
C -2.60488 0.66447 -1.78283
O -3.82385 0.71076 -1.82187
C -1.87241 0.67032 -0.48012
C -2.32830 -0.10059 0.57902
C -1.63230 -0.06050 1.77269
C -0.51815 0.76365 1.86807
N -0.08701 1.53016 0.86924
C -0.76096 1.47607 -0.27340
H 0.96106 1.44227 -2.77821
H -0.14958 -0.31137 -2.16630
H -0.49026 -0.59019 -3.88340
H -2.42626 0.66393 -3.75864
H -3.20660 -0.72055 0.45103
H -1.93536 -0.66093 2.62008
H 0.06210 0.81677 2.78284
H -0.40395 2.12298 -1.06891
```

=====

Values of maximum force, in order: 15.5; 4.1; 1.2; 0.2, all in eV Å⁻¹.